The ion C4H8N with charge +1 in a non-equilibrium geometry, computed with the ωB97M-V functional and the def2-TZVPD basis.

Results
ΔE to the lowest compared entry with this formula, charge and spin: 1.5037 eV
highest occupied orbital energy (alpha / beta): -14.074 / -16.151 eV
total charge: +1
F_max: 3.463 eV/Å
multiplicity: 3

CARTESIAN COORDINATES (ANGSTROEM)
C -0.705 0.574 -0.374
C -1.271 -0.671 -0.121
C -0.086 1.853 -0.464
C 1.096 -1.212 0.528
N 0.140 -0.983 -0.517
H -1.691 -0.961 0.826
H -1.949 -1.122 -0.976
H -0.356 2.432 0.357
H -0.164 2.398 -1.403
H 0.980 1.627 -0.243
H 0.543 -0.929 1.475
H 2.118 -0.731 0.328
H 1.344 -2.275 0.584

Atoms 1-2, force components in eV/Å:
0.756 0.225 -1.422
-0.784 -2.810 -1.866